Entry 1:
{"formula": "C12H25AlBr4Cl3F2N3NaO9S2Si2", "method": "ωB97M-V/def2-TZVPD", "homo_lumo_gap_ev": 2.70, "e_lumo_ev": -5.427, "charge": 1, "total_energy_ev": -407344.30845, "species": ["O", "C", "Cl", "C", "Si", "O", "Si", "C", "C", "C", "C", "C", "N", "H", "H", "H", "H", "H", "H", "H", "H", "H", "H", "Na", "C", "C", "O", "N", "C", "H", "H", "H", "H", "H", "H", "H", "Br", "N", "S", "O", "O", "F", "S", "O", "O", "F", "O", "H", "H", "H", "C", "Br", "Br", "Br", "H", "C", "O", "H", "H", "H", "H", "Al", "Cl", "Cl"], "coordinates": [[-5.576, 0.046, 0.367], [-4.683, -0.003, -0.404], [-3.594, 1.317, -0.734], [-4.340, -1.191, -1.230], [-4.708, -2.801, -0.355], [-3.226, -3.233, 0.312], [-2.966, -2.749, 1.868], [-1.470, -1.559, 1.876], [-1.475, -0.615, 0.881], [-0.425, 0.273, 0.856], [0.534, 0.123, 1.819], [0.453, -0.840, 2.795], [-0.564, -1.711, 2.847], [-4.973, -1.137, -2.110], [-3.325, -1.141, -1.595], [-5.084, -3.792, -1.385], [-5.747, -2.763, 0.681], [-2.615, -3.994, 2.625], [-4.133, -2.102, 2.483], [-2.253, -0.559, 0.150], [-0.366, 1.048, 0.115], [1.385, 0.776, 1.829], [1.218, -0.917, 3.538], [-0.283, -3.776, 2.701], [-3.043, -0.706, -6.435], [-3.140, -0.400, -4.956], [-2.369, -0.916, -4.156], [-4.097, 0.459, -4.565], [-5.079, 1.155, -5.380], [-2.225, -1.403, -6.568], [-3.963, -1.163, -6.803], [-2.833, 0.203, -7.003], [-4.105, 0.630, -3.567], [-4.955, 2.231, -5.260], [-6.084, 0.889, -5.053], [-4.972, 0.901, -6.428], [-1.381, 3.108, -1.352], [4.155, 1.127, 5.877], [3.793, 0.159, 4.673], [4.740, -0.866, 4.416], [3.161, 0.769, 3.542], [2.599, -0.627, 5.363], [5.377, 2.053, 5.605], [5.868, 2.647, 6.849], [5.314, 2.894, 4.460], [6.557, 1.075, 5.283], [-0.592, -2.416, -8.017], [-0.924, -2.961, -8.759], [-0.058, -1.658, -8.334], [-0.103, -2.954, -7.359], [4.784, 5.410, 2.661], [5.639, 6.068, 4.243], [5.950, 3.983, 1.904], [3.019, 4.749, 2.932], [4.732, 6.195, 1.920], [4.466, -2.081, 0.996], [3.380, -2.477, 1.824], [5.187, -2.893, 0.986], [4.130, -1.890, -0.029], [4.945, -1.184, 1.397], [2.754, -1.747, 1.834], [5.374, 3.567, -0.475], [4.843, 4.283, 7.770], [7.374, 5.084, 6.034]], "mulliken_charge": [-0.498, 0.643, -0.085, -0.757, 0.353, -0.191, 0.806, 0.310, 0.578, -0.917, -0.096, -0.869, -0.800, 0.438, 0.374, -0.225, -0.068, -0.351, -0.070, -0.098, 0.294, 0.647, 0.509, 0.903, -1.195, 0.985, -0.674, -0.017, -0.933, 0.011, 0.394, 0.427, 0.076, 0.316, 0.299, 0.361, -0.817, -0.420, 1.114, -0.578, -0.456, -0.291, 1.005, -0.552, -0.055, -0.226, -0.426, 0.460, 0.466, 0.453, -0.451, 0.133, 0.205, 0.044, 0.449, -0.538, -0.459, 0.252, 0.268, 0.172, 0.271, 0.441, 0.100, -0.444]}

=====

Entry 2:
{"formula": "C12H25AlBrClF2KMgN5O10P", "method": "ωB97M-V/def2-TZVPD", "homo_lumo_gap_ev": 2.81, "e_lumo_ev": -1.542, "charge": -1, "relative_energy_kcal_mol": 0.0, "total_energy_ev": -166422.90950, "species": ["C", "C", "Br", "C", "N", "C", "N", "P", "O", "O", "O", "N", "C", "C", "C", "N", "O", "H", "H", "H", "H", "H", "H", "H", "H", "H", "H", "H", "H", "H", "H", "H", "H", "H", "Cl", "C", "O", "O", "O", "C", "C", "N", "H", "H", "H", "Al", "O", "C", "C", "O", "H", "H", "H", "H", "Mg", "O", "H", "F", "K", "F"], "coordinates": [[-3.617, 2.068, 0.515], [-3.955, 1.609, -0.951], [-3.179, 2.710, -2.497], [-3.625, 0.134, -1.155], [-2.166, -0.064, -1.270], [-1.719, -1.276, -0.776], [-2.097, -1.853, 0.413], [-1.206, -1.193, 1.677], [-1.645, -1.701, 2.973], [0.260, -1.685, 1.315], [-1.227, 0.382, 1.538], [-0.823, -1.912, -1.484], [-0.294, -1.383, -2.741], [0.847, -0.405, -2.437], [2.128, -1.195, -2.145], [3.374, -0.500, -2.083], [2.087, -2.389, -1.936], [-2.632, 2.659, 0.601], [-4.409, 2.724, 0.904], [-3.668, 1.182, 1.145], [-5.038, 1.705, -1.031], [-4.089, -0.394, -0.322], [-4.135, -0.164, -2.065], [-1.623, 0.716, -0.912], [-3.130, -1.872, 0.555], [0.910, -1.137, 1.804], [-0.306, 0.729, 1.752], [-0.474, -2.797, -1.124], [-1.065, -0.972, -3.364], [0.155, -2.211, -3.289], [0.578, 0.245, -1.607], [1.053, 0.168, -3.332], [3.496, 0.102, -2.885], [3.377, -0.009, -1.195], [-2.229, 4.240, -0.305], [3.989, -0.953, 1.646], [3.663, -0.173, 0.749], [3.381, -2.011, 1.941], [4.993, -0.804, 2.381], [-2.337, -0.036, -6.855], [-1.321, 0.143, -5.828], [-0.522, 0.285, -5.018], [-1.863, -0.282, -7.803], [-3.009, -0.843, -6.571], [-2.910, 0.882, -6.968], [-4.603, 4.299, -0.770], [5.936, 1.197, 7.163], [5.089, 0.427, 6.535], [4.428, 1.305, 5.284], [3.606, 0.691, 4.616], [4.192, 0.086, 7.087], [5.480, -0.505, 6.090], [5.533, 1.674, 4.713], [4.065, 2.287, 5.713], [-1.755, -3.721, -2.803], [-4.999, -2.267, -0.207], [-4.879, -3.201, -0.416], [6.674, 2.130, 4.402], [5.842, 3.157, 8.497], [1.595, 0.158, 1.982]], "mulliken_charge": [-0.833, -0.480, -0.123, -0.826, 0.476, -1.029, 0.180, 0.781, -0.851, -0.454, -0.240, 0.111, -1.657, -0.480, 0.567, -0.604, -0.494, 0.394, 0.233, 0.296, 0.849, 0.199, 0.184, 0.264, 0.580, 0.475, 0.322, 0.599, 0.693, 0.711, 0.218, 0.471, 0.299, 0.366, -0.453, 0.990, -0.477, -0.341, -0.379, -0.910, 0.456, -0.416, 0.305, 0.297, 0.276, 0.172, -0.809, -0.323, 0.212, -0.355, 0.246, 0.217, 0.253, 0.191, 0.010, -0.965, 0.108, -0.613, 0.982, -0.870]}

=====

Entry 3:
{"formula": "C12H25BF3O8S2", "method": "ωB97M-V/def2-TZVPD", "homo_lumo_gap_ev": 6.67, "e_lumo_ev": 1.874, "charge": -1, "relative_energy_kcal_mol": 120.0, "total_energy_ev": -59725.38016, "species": ["C", "C", "C", "B", "O", "O", "C", "C", "C", "F", "F", "F", "H", "H", "H", "H", "H", "H", "H", "H", "H", "O", "S", "O", "O", "C", "C", "C", "H", "H", "H", "H", "H", "H", "H", "H", "O", "S", "O", "O", "C", "C", "C", "H", "H", "H", "H", "H", "H", "H", "H"], "coordinates": [[0.896, 0.670, -2.383], [2.025, 1.527, -2.558], [3.584, 2.000, -2.867], [4.509, 2.190, -1.521], [4.249, 3.568, -0.972], [5.925, 2.186, -1.957], [4.199, 1.129, -0.305], [4.126, -0.446, -0.754], [3.076, -1.347, 0.186], [1.865, -0.592, 0.592], [3.835, -1.785, 1.408], [2.596, -2.549, -0.560], [0.007, -0.062, -2.075], [3.486, 3.084, -3.357], [4.125, 1.339, -3.677], [3.271, 3.780, -1.169], [6.509, 2.346, -1.158], [3.265, 1.527, 0.277], [5.118, 1.215, 0.452], [5.188, -0.983, -0.695], [3.726, -0.601, -1.868], [-1.882, -1.274, -2.093], [-1.874, -2.588, -1.489], [-1.110, -3.685, -2.042], [-3.411, -3.080, -1.267], [-4.290, -3.091, -2.382], [-4.027, -4.282, -3.285], [-1.446, -2.418, 0.227], [-4.224, -2.150, -2.939], [-5.309, -3.161, -1.987], [-3.052, -4.198, -3.773], [-4.790, -4.352, -4.065], [-4.021, -5.212, -2.708], [-2.053, -1.626, 0.666], [-0.387, -2.156, 0.286], [-1.622, -3.370, 0.731], [-3.579, 0.735, 2.354], [-3.124, 2.041, 2.775], [-2.479, 2.963, 1.865], [-2.191, 1.877, 4.101], [-1.079, 0.996, 4.046], [0.083, 1.617, 3.292], [-4.477, 2.885, 3.559], [-1.365, 0.034, 3.609], [-0.771, 0.803, 5.079], [-0.156, 1.739, 2.232], [0.974, 0.987, 3.367], [0.315, 2.611, 3.688], [-4.939, 2.214, 4.285], [-5.198, 3.156, 2.785], [-4.097, 3.785, 4.046]], "mulliken_charge": [-0.252, 0.105, -0.659, 0.656, -0.802, -0.793, -0.213, -0.556, 0.771, -0.191, -0.301, -0.299, 0.119, 0.235, 0.182, 0.259, 0.225, -0.059, 0.151, 0.247, 0.236, -0.677, 1.227, -0.634, -0.280, -0.330, -0.980, -0.682, 0.309, 0.267, 0.290, 0.392, 0.251, 0.209, 0.183, 0.393, -0.614, 1.202, -0.585, -0.258, -0.323, -0.945, -0.971, 0.266, 0.274, 0.293, 0.378, 0.287, 0.310, 0.368, 0.321]}